[1]
DFT (ωB97M-V/def2-TZVPD) results for 7 unconnected molecules or ions with the total composition C23H61Cl2N3O9.

```
98
C23H61Cl2N3O9 (ωB97M-V/def2-TZVPD)
Cl -0.22 2.49 -0.74
C 0.02 2.40 1.02
C 0.48 3.73 1.43
Cl 0.74 3.78 3.22
H 0.65 1.56 1.32
H -0.95 2.13 1.43
H -0.21 4.54 1.19
H 1.39 3.86 0.85
C 3.38 6.36 4.36
O 4.11 6.66 3.15
H 3.87 5.90 5.22
H 2.85 7.19 4.82
H 2.68 5.64 3.93
H 5.01 6.80 3.45
C -0.55 -0.22 3.44
O -1.58 0.72 3.76
H -0.22 -0.81 4.29
H -0.90 -0.99 2.76
H 0.32 0.30 3.03
H -2.22 0.58 3.07
C 2.75 6.57 0.11
O 2.50 7.80 0.77
H 3.04 6.64 -0.94
H 3.59 6.07 0.58
H 1.91 5.88 0.17
H 2.76 7.52 1.65
C 3.79 -1.77 7.48
O 3.57 -1.91 6.05
C 2.25 -1.64 5.57
C 2.36 -2.00 4.05
N 2.89 -0.93 3.25
C 3.29 -1.45 1.98
C 2.12 -1.73 0.99
O 1.53 -3.14 1.22
C 0.29 -3.32 0.60
H 4.78 -2.21 7.62
H 3.08 -2.30 8.12
H 4.02 -0.79 7.88
H 1.96 -0.62 5.85
H 1.48 -2.31 5.95
H 1.39 -2.35 3.69
H 2.99 -2.88 3.94
H 3.64 -0.59 3.84
H 3.89 -2.35 2.08
H 3.91 -0.63 1.63
H 2.45 -1.66 -0.05
H 1.32 -1.01 1.17
H 0.11 -4.39 0.63
H 0.23 -2.90 -0.40
H -0.49 -2.87 1.21
C -3.62 -4.50 -5.89
O -2.64 -4.30 -4.83
C -1.36 -4.75 -5.11
C -0.46 -4.50 -3.88
N -0.49 -3.06 -3.53
C 0.29 -2.33 -4.54
C 0.67 -0.86 -4.11
O 1.26 -0.84 -2.87
C 1.97 0.34 -2.64
H -3.22 -4.56 -6.90
H -4.23 -3.60 -5.90
H -4.13 -5.46 -5.81
H -0.90 -4.20 -5.93
H -1.34 -5.80 -5.38
H 0.54 -4.91 -4.05
H -0.72 -5.02 -2.95
H 0.00 -2.88 -2.67
H -0.36 -2.27 -5.42
H 1.24 -2.78 -4.81
H -0.21 -0.24 -4.28
H 1.38 -0.66 -4.91
H 1.37 1.25 -2.70
H 2.83 0.51 -3.29
H 2.37 0.12 -1.66
C -4.33 1.39 2.70
O -3.39 0.71 1.85
C -3.99 0.48 0.62
C -3.02 -0.14 -0.42
N -3.67 -0.18 -1.74
C -2.84 -0.87 -2.68
C -3.04 -0.43 -4.06
O -2.90 0.97 -4.12
C -2.98 1.50 -5.46
H -4.10 1.32 3.77
H -5.34 1.00 2.57
H -4.37 2.44 2.43
H -4.44 1.45 0.40
H -4.87 -0.16 0.69
H -2.79 -1.14 -0.07
H -2.07 0.39 -0.34
H -3.88 0.77 -2.01
H -3.14 -1.92 -2.60
H -1.77 -0.85 -2.44
H -4.05 -0.70 -4.38
H -2.33 -0.98 -4.67
H -3.13 2.57 -5.48
H -3.74 0.93 -5.99
H -2.14 1.33 -6.14
```

Summary:
LUMO energy   0.6476 eV
Frontier orbital gap   9.3 eV
ΔE to the lowest compared entry with this formula, charge and spin   0.0 kcal per mole
HOMO level   -8.681 eV
Largest force on an atom   3.3 eV Å⁻¹

[2]
DFT (ωB97M-V/def2-TZVPD) results for 3 unconnected molecules or ions with the total composition C3H4BrNO.

```
10
C3H4BrNO (ωB97M-V/def2-TZVPD)
C 0.33 -0.50 -0.10
C 2.27 -2.74 -0.44
C -0.43 0.57 -0.77
N 1.08 -1.12 0.51
O 1.51 -3.57 -0.59
Br 4.51 0.40 0.08
H -0.93 -0.04 -1.52
H -1.24 1.10 -0.11
H 0.30 1.28 -1.25
H 3.86 -1.02 0.06
```

Summary:
LUMO energy   0.5002 eV
Frontier orbital gap   11.0 eV
ΔE to the lowest compared entry with this formula, charge and spin   26.6 kcal per mole
HOMO level   -10.498 eV
Largest force on an atom   2.5 eV Å⁻¹

[3]
DFT (ωB97M-V/def2-TZVPD) results for a molecular structure, C6H24AlN12O6.

```
49
C6H24AlN12O6 (ωB97M-V/def2-TZVPD)
Al -11.10 1.78 -11.56
C -8.30 1.53 -11.79
O -9.41 2.12 -12.01
N -7.18 2.14 -12.23
N -8.13 0.39 -10.98
H -6.30 1.66 -11.98
H -7.02 3.10 -12.00
H -8.79 -0.23 -10.58
H -7.13 0.35 -10.82
C -12.07 1.19 -8.91
O -11.86 1.24 -10.17
N -11.82 0.06 -8.22
N -12.59 2.24 -8.32
H -12.09 0.10 -7.23
H -10.86 -0.25 -8.13
H -12.88 2.32 -7.36
H -12.59 3.06 -8.95
C -10.70 5.33 -17.13
O -10.45 4.85 -15.96
N -9.78 5.11 -18.17
N -11.49 6.40 -17.50
H -9.32 4.23 -18.19
H -9.97 5.64 -18.99
H -12.32 6.51 -16.94
H -11.77 6.42 -18.51
C -11.57 -0.34 -13.11
O -11.46 0.89 -12.91
N -10.53 -0.88 -13.94
N -12.86 -1.01 -12.87
H -10.68 -0.54 -14.89
H -9.62 -0.44 -13.61
H -13.00 -2.03 -13.01
H -13.40 -0.43 -12.27
C -9.36 5.13 -9.19
O -9.17 3.92 -9.16
N -8.88 6.09 -8.32
N -10.16 5.67 -10.29
H -8.55 6.99 -8.63
H -8.53 5.84 -7.44
H -9.98 6.64 -10.22
H -9.78 5.18 -11.15
C -12.89 4.16 -12.59
O -11.91 3.50 -12.18
N -13.66 3.67 -13.61
N -13.08 5.24 -11.89
H -13.36 4.45 -14.20
H -13.02 2.84 -13.74
H -12.33 5.25 -11.19
H -14.03 5.47 -11.64
```

Summary:
LUMO energy   -9.3965 eV
Frontier orbital gap   6.5 eV
ΔE to the lowest compared entry with this formula, charge and spin   47.8 kcal per mole
Net charge   +3
HOMO level   -15.866 eV
Largest force on an atom   6.7 eV Å⁻¹

[4]
DFT (ωB97M-V/def2-TZVPD) results for a molecular structure, C19H24CrN6O4S3.

```
57
C19H24CrN6O4S3 (ωB97M-V/def2-TZVPD)
Cr 0.46 -0.60 1.26
N 3.29 -2.47 -1.42
C 2.63 -1.78 -0.43
S 1.33 -2.65 0.36
N 3.03 -0.57 -0.20
N 2.26 0.10 0.74
C 2.74 1.23 1.12
C 2.13 2.15 2.06
C 2.83 3.34 2.31
C 2.37 4.30 3.18
C 1.17 4.07 3.85
C 0.45 2.92 3.62
C 0.90 1.92 2.72
O 0.15 0.87 2.54
H 3.19 -3.47 -1.42
H 4.18 -2.09 -1.70
H 3.70 1.53 0.69
H 3.77 3.50 1.78
H 2.94 5.21 3.35
H 0.80 4.80 4.55
H -0.48 2.72 4.15
C -0.39 5.03 0.46
O 0.05 3.81 -0.12
C -0.60 2.67 0.15
O -0.19 1.62 -0.32
N -1.76 2.77 0.87
N -2.42 1.58 1.27
H 0.27 5.80 0.06
H -0.28 5.00 1.55
H -1.42 5.25 0.18
H -1.86 3.52 1.53
H -2.47 1.02 0.42
H -1.78 1.08 1.89
C -1.91 -3.95 1.34
S -2.08 -2.28 0.75
C -3.81 -2.03 1.10
O -1.39 -1.42 1.81
H -2.19 -3.97 2.40
H -0.87 -4.25 1.21
H -2.56 -4.60 0.75
H -4.40 -2.60 0.38
H -4.01 -0.96 0.98
H -4.02 -2.33 2.12
S 0.56 -0.21 -4.49
C 0.15 -0.05 -2.81
N -0.32 -1.09 -2.22
C -0.38 -2.15 -3.11
C -0.80 -3.44 -2.79
C -0.80 -4.40 -3.77
C -0.38 -4.10 -5.08
C 0.05 -2.84 -5.41
C 0.05 -1.86 -4.41
H 0.30 0.89 -2.30
H -1.08 -3.67 -1.77
H -1.12 -5.41 -3.54
H -0.39 -4.88 -5.83
H 0.39 -2.61 -6.41
```

Summary:
LUMO energy (spin up / spin down)   0.2456 / 0.2451 eV
Frontier orbital gap (spin up / spin down)   7.3 / 7.6 eV
HOMO level (spin up / spin down)   -7.099 / -7.338 eV
2S+1   5
Largest force on an atom   0.5 eV Å⁻¹

[5]
DFT (ωB97M-V/def2-TZVPD) results for a molecular structure, C9H21F6NO8S2V.

```
48
C9H21F6NO8S2V (ωB97M-V/def2-TZVPD)
V 0.22 0.03 0.26
C 2.32 -1.36 2.39
O 2.07 -0.73 1.17
H 2.95 -2.23 2.24
H 2.77 -0.63 3.06
H 1.44 -1.78 2.87
C -1.75 0.89 -3.49
F -2.84 1.42 -4.06
F -1.85 -0.44 -3.44
F -0.64 1.24 -4.17
S -1.67 1.53 -1.65
O -2.36 2.79 -1.53
O -2.29 0.49 -0.79
N 0.02 1.45 -1.23
S 0.45 2.92 -1.55
O 0.13 3.48 -2.86
O 0.22 3.86 -0.42
C 2.39 2.66 -1.59
F 3.03 3.75 -1.95
F 2.90 2.25 -0.38
F 2.72 1.67 -2.41
C -0.86 -3.69 2.43
C -1.09 -2.81 1.18
O -1.17 -1.43 1.49
H -1.67 -3.57 3.15
H 0.09 -3.44 2.89
H -0.88 -4.72 2.06
H -1.99 -3.15 0.67
H -0.31 -3.10 0.47
H -1.91 -1.27 2.07
C -1.54 2.12 3.80
C -1.49 2.13 2.27
O -0.25 1.59 1.82
H -1.38 1.10 4.14
H -2.47 2.53 4.20
H -0.70 2.64 4.26
H -1.55 3.16 1.94
H -2.31 1.51 1.90
H 0.37 2.28 2.05
C 1.39 -1.62 -3.45
C 1.48 -1.60 -1.97
O 0.19 -1.52 -1.42
H 1.00 -0.64 -3.73
H 0.71 -2.39 -3.81
H 2.37 -1.81 -3.88
H 2.15 -0.78 -1.70
H 1.96 -2.51 -1.60
H -0.34 -2.28 -1.69
```

Summary:
LUMO energy (spin up / spin down)   0.0799 / 0.0769 eV
Frontier orbital gap (spin up / spin down)   7.6 / 8.1 eV
ΔE to the lowest compared entry with this formula, charge and spin   46.4 kcal per mole
HOMO level (spin up / spin down)   -7.560 / -8.045 eV
2S+1   4
Largest force on an atom   6.9 eV Å⁻¹

[6]
DFT (ωB97M-V/def2-TZVPD) results for a molecular structure, C15H13Br9N2O4.

```
43
C15H13Br9N2O4 (ωB97M-V/def2-TZVPD)
C -0.52 -2.90 -6.59
Br 1.24 -2.93 -7.68
Br -1.60 -4.46 -6.65
Br -1.61 -1.40 -7.13
H -0.14 -2.61 -5.62
C 2.60 0.66 -0.94
Br 3.80 -0.64 -1.78
Br 3.50 2.40 -0.49
Br 1.66 -0.05 0.56
H 1.80 0.89 -1.65
C -0.44 0.05 -3.42
Br -1.24 -1.36 -2.23
Br -1.85 0.76 -4.60
Br 1.21 -0.63 -4.36
H -0.06 0.87 -2.82
C -0.43 4.79 3.84
C 0.22 5.51 2.81
C 0.17 5.04 1.50
C -0.41 3.85 1.20
C -0.95 3.12 2.23
C -0.99 3.54 3.56
N -0.28 3.32 -0.19
O 0.56 3.65 -1.00
O -1.03 2.46 -0.52
H -0.68 5.35 4.73
H 0.72 6.46 2.90
H 0.66 5.57 0.70
H -1.28 2.16 1.87
H -1.55 2.99 4.30
C 1.54 -4.07 1.98
C 1.02 -3.52 0.84
C -0.34 -3.07 0.79
C -1.03 -2.98 1.99
C -0.47 -3.57 3.15
C 0.79 -4.10 3.17
N -2.35 -2.31 1.97
O -2.77 -1.90 0.92
O -2.94 -2.13 2.95
H 2.50 -4.54 1.82
H 1.66 -3.40 -0.03
H -0.80 -2.76 -0.14
H -1.12 -3.56 4.02
H 1.21 -4.55 4.06
```

Summary:
LUMO energy   -0.6244 eV
Frontier orbital gap   9.3 eV
ΔE to the lowest compared entry with this formula, charge and spin   40.4 kcal per mole
HOMO level   -9.922 eV
Largest force on an atom   5.5 eV Å⁻¹

What is the largest force on an atom in the first record?
3.3 eV Å⁻¹

Which of these has the lowest largest force on an atom?
C19H24CrN6O4S3